Model P:
This record from the Open Molecules 2025 dataset describes an isolated molecule of C5H6N4. The level of theory is ωB97M-V/def2-TZVPD.

Computed properties:
SMILES = C=C1NC=N[C@@H]1N1C=N1
Gap between HOMO and LUMO = 9.589 eV
E_HOMO = -8.73 eV
Spin multiplicity = 1
Charge = 0

```
15
C5H6N4, DFT ωB97M-V/def2-TZVPD
C 0.23 -0.61 0.56
C 1.28 -1.46 -1.18
C 0.43 0.55 -0.46
C -1.91 -0.03 1.58
C 0.05 1.81 -0.25
N 0.85 -1.78 -0.02
N -1.21 -0.90 0.80
N -1.66 -0.99 2.27
N 1.11 -0.11 -1.53
H 0.74 -0.27 1.42
H 1.78 -1.96 -1.98
H -2.40 0.95 1.58
H -0.51 1.98 0.60
H 0.36 2.60 -0.96
H 0.87 0.21 -2.43
```

=====

Model Q:
This record from the Open Molecules 2025 dataset describes an isolated molecule of C5H6N4. The level of theory is ωB97M-V/def2-TZVPD.

Computed properties:
SMILES = C1=NN[C@H]2[C@@H]3NC=N[C@@]132
Gap between HOMO and LUMO = 9.208 eV
E_HOMO = -8.42 eV
Spin multiplicity = 1
Charge = 0

```
15
C5H6N4, DFT ωB97M-V/def2-TZVPD
C 0.43 1.68 -1.37
C 0.52 -0.06 -0.11
C 1.15 -1.10 0.73
C -0.93 -0.53 -0.09
C -0.68 0.85 0.43
H -0.90 2.76 -0.27
H 0.61 2.33 -2.21
H 2.20 -1.12 0.90
H -1.61 -1.64 1.50
H -1.46 -0.61 -1.00
H -0.85 1.11 1.47
N -0.74 1.84 -0.62
N 1.20 0.66 -1.16
N 0.36 -1.94 1.30
N -0.94 -1.67 0.77
```

=====

The most stable arrangement is model Q, and the next structure is 196.1 kJ/mol less stable.

=====

Model P:
This record from the Open Molecules 2025 dataset describes a cluster of 10 separate species, C20H60O10 in total. The level of theory is ωB97M-V/def2-TZVPD.

Computed properties:
SMILES = CC(C)O.CC(C)O.CC(C)O.CC(C)O.CC(C)O.CO.CO.CO.CO.CO
Gap between HOMO and LUMO = 9.943 eV
E_HOMO = -9.82 eV
Spin multiplicity = 1
Charge = 0

```
90
C20H60O10, DFT ωB97M-V/def2-TZVPD
C 4.14 -0.22 3.95
C 4.70 -1.08 2.83
C 5.25 -2.41 3.32
O 3.58 -1.35 2.02
H 3.25 -0.60 4.45
H 3.83 0.75 3.55
H 4.89 -0.02 4.71
H 5.45 -0.45 2.35
H 5.60 -3.11 2.56
H 4.44 -2.94 3.81
H 6.12 -2.29 3.97
H 3.82 -2.00 1.35
C 1.08 6.36 -4.66
C 0.78 4.97 -5.29
C 1.54 4.67 -6.62
O 1.19 3.99 -4.29
H 0.89 7.06 -5.47
H 2.13 6.39 -4.40
H 0.44 6.52 -3.78
H -0.30 4.84 -5.42
H 1.45 5.34 -7.47
H 1.35 3.62 -6.85
H 2.61 4.78 -6.44
H 1.94 3.62 -4.75
C 0.04 -3.98 3.74
C 0.68 -5.33 3.55
C 1.50 -5.87 4.71
O -0.42 -6.13 3.36
H -0.26 -3.89 4.79
H -0.86 -3.80 3.16
H 0.68 -3.12 3.56
H 1.38 -5.31 2.71
H 1.88 -6.85 4.45
H 0.94 -6.01 5.63
H 2.40 -5.28 4.92
H -0.68 -5.95 2.45
C -7.10 -0.28 -1.18
C -6.89 -1.32 -0.17
C -5.39 -1.47 0.30
O -7.61 -1.13 0.96
H -8.04 -0.56 -1.64
H -6.38 -0.39 -2.00
H -7.16 0.76 -0.84
H -7.17 -2.32 -0.53
H -4.89 -0.51 0.22
H -4.84 -2.06 -0.44
H -5.32 -1.98 1.26
H -8.51 -0.92 0.72
C -2.88 -5.64 -1.81
C -1.40 -5.14 -1.85
C -1.11 -4.26 -3.06
O -1.04 -4.40 -0.72
H -3.61 -4.84 -1.96
H -2.86 -6.26 -0.91
H -3.07 -6.21 -2.72
H -0.79 -6.05 -1.91
H -0.07 -3.94 -3.07
H -1.85 -3.46 -3.16
H -1.24 -4.80 -4.00
H -1.37 -3.51 -0.88
C -2.82 5.83 0.78
O -3.65 6.86 0.19
H -2.40 5.16 0.03
H -1.97 6.27 1.30
H -3.44 5.17 1.39
H -3.01 7.51 -0.12
C -0.93 1.65 5.37
O -0.90 1.80 3.96
H 0.11 1.69 5.69
H -1.39 2.57 5.75
H -1.46 0.76 5.69
H -0.43 1.06 3.56
C -0.02 0.34 -0.80
O 0.08 -0.36 0.43
H -0.19 -0.26 -1.69
H -0.87 1.01 -0.95
H 0.95 0.83 -0.96
H 0.97 -0.73 0.45
C 4.34 0.75 -4.18
O 4.94 1.77 -4.97
H 3.37 0.50 -4.61
H 4.90 -0.18 -4.06
H 4.22 1.00 -3.13
H 5.68 2.02 -4.42
C 2.80 5.32 0.39
O 3.36 6.15 1.38
H 2.82 4.27 0.70
H 1.81 5.66 0.11
H 3.28 5.38 -0.59
H 2.95 6.02 2.24
```

=====

Model Q:
This record from the Open Molecules 2025 dataset describes a cluster of 10 separate species, C20H60O10 in total. The level of theory is ωB97M-V/def2-TZVPD.

Computed properties:
SMILES = CCO.CCO.CCO.CCO.CCO.CCO.CCO.CCO.CCO.CCO
Gap between HOMO and LUMO = 9.273 eV
E_HOMO = -9.02 eV
Spin multiplicity = 1
Charge = 0

```
90
C20H60O10, DFT ωB97M-V/def2-TZVPD
C -1.18 -2.56 -3.74
C -2.33 -2.13 -2.84
O -3.29 -3.10 -2.66
H -0.95 -3.53 -3.68
H -0.21 -1.95 -3.67
H -1.35 -2.54 -4.84
H -2.71 -1.27 -3.03
H -1.81 -1.96 -1.83
H -3.18 -3.88 -2.15
C -0.97 2.53 2.95
C -2.12 1.57 2.68
O -2.66 1.06 3.86
H -1.09 3.52 3.49
H -0.23 2.81 2.10
H -0.12 2.18 3.76
H -1.57 0.59 2.29
H -2.83 1.74 1.93
H -3.43 0.40 3.53
C 2.20 -1.08 3.54
C 2.40 -2.15 2.57
O 2.96 -3.32 3.09
H 1.66 -1.25 4.39
H 1.56 -0.16 3.16
H 2.98 -0.84 3.89
H 2.80 -1.92 1.74
H 1.31 -2.35 2.24
H 3.93 -3.16 3.37
C 4.41 -0.24 -2.92
C 3.98 -1.42 -3.79
O 2.53 -1.57 -3.55
H 5.43 -0.13 -3.25
H 4.41 -0.34 -1.87
H 3.90 0.73 -3.14
H 4.19 -2.40 -3.51
H 4.21 -1.30 -4.82
H 1.85 -1.66 -4.44
C 1.36 2.98 -0.99
C 1.32 4.30 -1.88
O 0.72 3.96 -3.11
H 1.58 3.37 -0.16
H 2.09 2.30 -1.35
H 0.54 2.40 -0.87
H 2.34 4.72 -2.26
H 0.68 5.12 -1.62
H 1.32 3.46 -3.72
C -3.78 -2.13 1.98
C -4.64 -1.04 1.36
O -4.75 0.16 2.34
H -4.40 -2.49 3.06
H -2.71 -1.77 2.35
H -3.58 -2.98 1.25
H -5.65 -1.56 1.12
H -4.10 -0.61 0.49
H -4.92 0.96 1.94
C -2.29 3.36 -0.31
C -2.76 3.05 -1.66
O -3.90 3.86 -2.08
H -1.27 3.05 -0.18
H -3.13 2.89 0.39
H -2.34 4.41 -0.25
H -3.13 1.90 -1.71
H -1.98 3.30 -2.52
H -4.10 3.45 -3.09
C 2.39 2.29 2.64
C 2.56 3.81 3.05
O 2.93 4.52 1.78
H 2.21 1.83 3.51
H 3.25 1.85 2.13
H 1.45 2.23 2.00
H 3.29 3.86 3.73
H 1.75 4.35 3.20
H 3.69 4.99 1.84
C 0.27 -5.38 0.65
C -0.08 -4.57 -0.58
O -1.02 -5.18 -1.44
H 0.66 -6.27 0.44
H -0.63 -5.47 1.34
H 0.86 -4.86 1.16
H 0.79 -4.28 -1.23
H -0.40 -3.62 -0.41
H -0.48 -5.76 -1.93
C -0.08 -0.12 0.25
C 0.44 -0.40 -1.10
O 1.17 -1.56 -1.26
H -0.37 1.07 0.42
H 0.75 -0.17 0.91
H -0.76 -0.81 0.82
H 1.03 0.40 -1.48
H -0.33 -0.41 -1.80
H 1.47 -1.68 -2.02
```

=====

The most stable arrangement is model P, and the next structure is 1015.3 kJ/mol less stable.

=====

Model P:
This record from the Open Molecules 2025 dataset describes an isolated molecule of C3H4Cl2O. The level of theory is ωB97M-V/def2-TZVPD.

Computed properties:
SMILES = O[C@@H]1CC1(Cl)Cl
Gap between HOMO and LUMO = 10.590 eV
E_HOMO = -9.90 eV
Spin multiplicity = 1
Charge = 0

```
10
C3H4Cl2O, DFT ωB97M-V/def2-TZVPD
C -0.29 -0.40 -0.54
C 0.02 -0.75 0.87
C 0.94 0.38 0.14
H -1.26 1.19 -1.24
H -0.43 -1.15 -1.29
H -0.80 -0.40 1.55
H 0.30 -1.68 1.40
O -1.49 0.44 -0.66
Cl 2.53 0.24 -0.37
Cl 0.48 2.14 0.16
```

=====

Model Q:
This record from the Open Molecules 2025 dataset describes a cluster of 2 separate species, C3H4Cl2O in total. The level of theory is ωB97M-V/def2-TZVPD.

Computed properties:
Gap between HOMO and LUMO (spin up / spin down) = 9.104 / 6.945 eV
E_HOMO (spin up / spin down) = -8.92 / -8.07 eV
Spin multiplicity = 1
Charge = 0

```
10
C3H4Cl2O, DFT ωB97M-V/def2-TZVPD
C -0.76 1.22 4.31
C -0.03 0.18 -0.73
C 0.31 1.30 0.24
O -1.83 1.50 4.73
Cl 0.71 1.29 5.16
Cl 0.23 1.16 1.96
H -0.84 0.53 -1.37
H -0.21 -0.64 -0.10
H 0.73 -0.20 -1.48
H 0.83 2.05 -0.16
```

=====

Model R:
This record from the Open Molecules 2025 dataset describes a cluster of 2 separate species, C3H4Cl2O in total. The level of theory is ωB97M-V/def2-TZVPD.

Computed properties:
Gap between HOMO and LUMO (spin up / spin down) = 8.507 / 7.729 eV
E_HOMO (spin up / spin down) = -8.61 / -8.23 eV
Spin multiplicity = 1
Charge = 0

```
10
C3H4Cl2O, DFT ωB97M-V/def2-TZVPD
C 2.13 -0.19 0.91
C 1.31 0.64 0.31
C 0.27 0.51 -1.98
O 1.09 1.34 -2.62
Cl 0.54 2.08 0.98
Cl 0.49 -1.25 -2.29
H 2.51 -0.25 1.95
H 2.40 -0.99 0.23
H -0.68 0.94 -1.65
H 2.02 0.95 -2.65
```

=====

The most stable arrangement is model P, and the next structure is 154.4 kJ/mol less stable.

=====

Model P:
This record from the Open Molecules 2025 dataset describes a cluster of 2 separate species, C2H8NO in total. The level of theory is ωB97M-V/def2-TZVPD.

Computed properties:
Gap between HOMO and LUMO = 9.972 eV
E_HOMO = -13.82 eV
Spin multiplicity = 1
Charge = +1

```
12
C2H8NO, DFT ωB97M-V/def2-TZVPD
N -0.39 -1.72 -0.78
H -0.55 -1.11 -1.58
H -1.23 -1.94 -0.24
H 0.21 -1.16 -0.11
H 0.02 -2.62 -1.04
C -0.41 1.80 0.03
C 0.34 1.13 0.88
O 1.18 0.09 0.44
H -1.00 2.63 0.39
H -0.43 1.45 -1.00
H 0.43 1.46 1.89
H 1.84 0.00 1.13
```

=====

Model Q:
This record from the Open Molecules 2025 dataset describes a cluster of 2 separate species, C2H8NO in total. The level of theory is ωB97M-V/def2-TZVPD.

Computed properties:
Gap between HOMO and LUMO = 10.994 eV
E_HOMO = -14.73 eV
Spin multiplicity = 1
Charge = +1

```
12
C2H8NO, DFT ωB97M-V/def2-TZVPD
N 2.12 0.25 1.05
H 1.87 0.74 0.27
H 3.05 0.01 0.94
H 1.94 0.91 1.88
H 1.56 -0.65 0.89
O 0.19 -0.60 -0.22
C -0.70 -0.37 -1.01
C -2.06 -0.01 -0.54
H -0.51 -0.35 -2.04
H -2.24 0.52 0.45
H -2.65 -0.95 -0.34
H -2.59 0.49 -1.31
```

=====

The most stable arrangement is model P, and the next structure is 6.9 kJ/mol less stable.